(1)
DFT (ωB97M-V with the def2-TZVPD basis set) results for the molecule C21H23ClN4O4S2 at a distorted geometry.

Properties
total energy: -2590.58970 a.u.
gap between HOMO and LUMO: 8.64 eV
net charge: 0
structure (SMILES): CCN(CC)C(=O)CSc1nnc(-c2ccc(S(=O)(=O)NCc3ccccc3Cl)cc2)o1

Atoms and positions in Å:
C: 2.914 -3.395 2.967
C: 1.431 -3.633 3.257
N: 0.573 -2.648 2.629
C: 0.542 -1.330 3.248
C: -0.594 -1.206 4.259
C: -0.266 -2.852 1.600
O: -1.003 -1.976 1.178
C: -0.298 -4.217 0.922
S: 1.311 -4.687 0.183
C: 1.703 -3.160 -0.529
N: 2.873 -2.602 -0.574
N: 2.712 -1.427 -1.198
C: 1.452 -1.312 -1.503
C: 0.808 -0.191 -2.146
C: 1.589 0.882 -2.582
C: 0.976 1.975 -3.162
C: -0.401 1.988 -3.295
S: -1.168 3.457 -3.964
O: -0.587 3.758 -5.238
O: -2.596 3.333 -3.869
N: -0.598 4.627 -2.906
C: -1.407 4.852 -1.720
C: -1.461 3.583 -0.916
C: -2.654 2.890 -0.758
C: -2.695 1.694 -0.064
C: -1.539 1.166 0.485
C: -0.343 1.848 0.352
C: -0.312 3.047 -0.340
Cl: 1.193 3.872 -0.505
C: -1.180 0.920 -2.897
C: -0.577 -0.179 -2.315
O: 0.750 -2.403 -1.108
H: 3.250 -2.450 3.384
H: 3.497 -4.193 3.418
H: 3.110 -3.387 1.899
H: 1.259 -3.584 4.337
H: 1.156 -4.631 2.919
H: 0.405 -0.589 2.457
H: 1.504 -1.156 3.731
H: -0.583 -0.216 4.704
H: -0.491 -1.946 5.050
H: -1.549 -1.355 3.762
H: -1.045 -4.173 0.129
H: -0.552 -5.018 1.615
H: 2.657 0.838 -2.445
H: 1.542 2.825 -3.506
H: -0.358 5.468 -3.409
H: -0.934 5.649 -1.138
H: -2.427 5.153 -1.989
H: -3.550 3.289 -1.208
H: -3.631 1.167 0.041
H: -1.563 0.215 0.994
H: 0.571 1.456 0.771
H: -2.248 0.976 -3.035
H: -1.166 -1.014 -1.970



(2)
DFT (ωB97M-V with the def2-TZVPD basis set) results for C36H27N2O7RhTe as an isolated structure.

Properties
total energy: -2402.85690 a.u.
gap between HOMO and LUMO: 6.79 eV
net charge: 0

Atoms and positions in Å:
Rh: -1.523 0.887 0.139
O: -3.450 5.133 3.879
C: -3.102 4.134 3.051
C: -3.050 2.798 3.472
C: -2.649 1.855 2.556
N: -2.330 2.226 1.328
C: -2.384 3.476 0.888
C: -2.775 4.484 1.735
C: -1.911 3.610 -0.567
O: -1.869 4.701 -1.080
O: -1.598 2.470 -1.138
C: -2.437 0.351 2.796
O: -2.723 -0.129 3.868
O: -1.949 -0.291 1.766
H: -3.651 4.791 4.758
H: -3.303 2.489 4.479
H: -2.812 5.507 1.390
C: 3.229 -1.404 -4.559
C: 2.088 -1.217 -3.587
C: 0.952 -2.033 -3.625
C: -0.122 -1.870 -2.779
C: -1.322 -2.746 -3.040
O: -1.511 -3.151 -4.169
C: -2.246 -3.172 -1.940
C: -3.548 -3.524 -2.275
C: -4.420 -3.985 -1.300
C: -3.984 -4.113 0.013
C: -2.676 -3.785 0.346
C: -1.811 -3.314 -0.628
C: -0.101 -0.815 -1.830
O: -1.147 -0.574 -1.121
C: 1.061 -0.009 -1.729
C: 2.116 -0.222 -2.642
C: 1.214 1.009 -0.703
N: 0.374 1.320 0.249
C: 0.739 2.261 1.329
C: 0.721 1.588 2.706
Te: 2.372 0.287 3.141
C: 1.515 -1.492 2.413
C: 0.311 -1.953 2.932
C: -0.236 -3.140 2.465
C: 0.420 -3.877 1.491
C: 1.628 -3.425 0.978
C: 2.177 -2.235 1.439
C: 2.493 1.795 -0.796
C: 3.711 1.256 -0.412
C: 4.865 2.021 -0.504
C: 4.803 3.318 -0.995
C: 3.586 3.848 -1.404
C: 2.431 3.089 -1.303
H: 3.001 -2.187 -5.281
H: 4.151 -1.680 -4.045
H: 3.426 -0.484 -5.111
H: 0.878 -2.821 -4.367
H: -3.863 -3.431 -3.306
H: -5.435 -4.250 -1.566
H: -4.663 -4.472 0.776
H: -2.333 -3.881 1.368
H: -0.794 -3.062 -0.360
H: 2.983 0.423 -2.607
H: 0.034 3.085 1.311
H: 1.718 2.688 1.154
H: -0.163 0.975 2.835
H: 0.736 2.351 3.483
H: -0.205 -1.407 3.711
H: -1.179 -3.479 2.874
H: -0.006 -4.805 1.132
H: 2.142 -3.992 0.212
H: 3.127 -1.897 1.043
H: 3.755 0.236 -0.060
H: 5.812 1.602 -0.190
H: 5.704 3.914 -1.066
H: 3.535 4.852 -1.803
H: 1.476 3.496 -1.619



(3)
DFT (ωB97M-V with the def2-TZVPD basis set) results for C20H18BrIrN2O2S as an isolated structure.

Properties
total energy: -4108.89186 a.u.
gap between HOMO and LUMO (alpha / beta): 5.89 / 5.41 eV
net charge: +2

Atoms and positions in Å:
Ir: 1.171 -0.105 0.430
Br: -3.264 3.533 5.062
C: -2.146 2.882 3.714
C: -1.604 3.799 2.770
C: -0.786 3.375 1.769
C: -0.433 2.008 1.675
O: 0.379 1.646 0.738
C: -1.016 1.071 2.590
C: -0.885 -0.309 2.438
N: -0.183 -0.937 1.497
C: -0.229 -2.369 1.403
C: -1.155 -3.191 1.985
C: -1.066 -4.587 1.799
C: -0.075 -5.136 1.036
C: 0.878 -4.303 0.402
C: 1.913 -4.775 -0.440
C: 2.762 -3.884 -1.034
C: 2.598 -2.512 -0.795
N: 1.648 -2.044 -0.008
C: 0.785 -2.920 0.593
C: -1.870 1.553 3.619
H: -1.855 4.848 2.858
H: -0.372 4.065 1.047
H: -1.441 -0.929 3.132
H: -1.978 -2.804 2.569
H: -1.806 -5.222 2.266
H: -0.018 -6.207 0.893
H: 2.015 -5.839 -0.613
H: 3.554 -4.212 -1.690
H: 3.252 -1.781 -1.249
H: -2.310 0.851 4.316
O: 3.035 0.326 -0.031
S: 3.739 1.587 0.642
C: 5.485 1.171 0.676
C: 6.133 2.540 0.495
C: 5.414 3.241 -0.671
C: 3.953 2.747 -0.734
H: 5.661 0.500 -0.168
H: 5.719 0.674 1.614
H: 7.198 2.419 0.304
H: 6.040 3.120 1.415
H: 5.901 3.010 -1.616
H: 5.444 4.321 -0.546
H: 3.735 2.161 -1.627
H: 3.207 3.531 -0.631



(4)
DFT (ωB97M-V with the def2-TZVPD basis set) results for a 2-piece molecular cluster, C4H8FN2 overall at a distorted geometry.

Properties
total energy: -366.20459 a.u.
gap between HOMO and LUMO: 7.09 eV
net charge: +1

Atoms and positions in Å:
C: 1.904 -0.380 0.128
C: -1.375 1.601 -1.835
C: 1.857 -2.623 1.167
C: -1.765 0.990 0.439
N: 1.913 -1.467 0.726
N: -1.062 0.957 -0.766
F: 2.961 0.337 0.022
H: -0.790 1.419 -2.732
H: -2.100 2.416 -1.847
H: 2.229 -3.416 0.585
H: 1.357 -2.721 2.081
H: -2.513 0.050 0.313
H: -1.252 0.781 1.384
H: -2.376 1.915 0.513
H: 1.013 0.138 -0.178



(5)
DFT (ωB97M-V with the def2-TZVPD basis set) results for a 2-piece molecular cluster, C4H9BrO2 overall at a distorted geometry.

Properties
total energy: -2882.13433 a.u.
gap between HOMO and LUMO (alpha / beta): 7.17 / 7.63 eV
net charge: 0

Atoms and positions in Å:
C: 1.842 0.653 0.875
C: -1.306 -1.382 0.619
C: -1.063 1.407 -0.938
C: 0.661 -0.268 0.316
O: 0.888 -0.973 -0.819
O: -0.153 -0.785 1.237
Br: -1.124 0.348 -2.455
H: 2.344 1.064 0.023
H: 1.354 1.514 1.488
H: 2.533 -0.137 1.490
H: -0.936 -1.680 -0.296
H: -2.153 -0.671 0.477
H: -1.692 -2.345 1.042
H: -2.022 1.355 -0.339
H: -0.612 2.326 -1.289
H: 1.437 -0.426 -1.432



(6)
DFT (ωB97M-V with the def2-TZVPD basis set) results for a 3-piece molecular cluster, C3H12O2S2 overall at a distorted geometry.

Properties
total energy: -1068.29557 a.u.
gap between HOMO and LUMO: 8.99 eV
net charge: 0
structure (SMILES): CCSSC.O.O

Atoms and positions in Å:
C: 0.564 -1.180 -3.003
C: -0.401 -1.162 -1.786
S: 0.184 -1.434 -0.046
S: 2.103 -0.360 -0.254
C: 1.830 1.186 0.668
H: 0.945 -0.196 -3.124
H: 1.391 -1.709 -2.735
H: 0.021 -1.770 -3.840
H: -1.078 -1.964 -2.027
H: -0.828 -0.169 -1.782
H: 1.243 1.330 1.615
H: 1.369 1.848 -0.204
H: 2.787 1.541 0.910
O: -2.094 1.158 0.524
H: -1.911 1.982 0.082
H: -1.438 0.448 0.463
O: -3.324 2.477 3.642
H: -3.599 2.582 2.708
H: -4.104 2.651 4.128



(7)
DFT (ωB97M-V with the def2-TZVPD basis set) results for the molecule C18H22ClN5O at a distorted geometry.

Properties
total energy: -1508.18984 a.u.
gap between HOMO and LUMO: 7.64 eV
net charge: 0
structure (SMILES): Clc1ccc(-c2cnnc(N3CCN(C4CCOCC4)CC3)n2)cc1

Atoms and positions in Å:
Cl: 1.332 2.548 -7.106
C: 1.504 1.274 -5.897
C: 2.640 0.523 -5.800
C: 2.683 -0.551 -4.867
C: 1.613 -0.785 -3.973
C: 1.733 -1.627 -2.739
C: 2.842 -2.334 -2.322
N: 2.867 -3.140 -1.246
N: 1.766 -3.152 -0.497
C: 0.677 -2.379 -0.807
N: -0.481 -2.228 0.061
C: -1.439 -1.129 -0.141
C: -1.222 0.010 0.820
N: -1.079 -0.394 2.270
C: -1.268 0.625 3.280
C: -0.129 1.621 2.976
C: -0.183 2.896 3.701
O: -1.469 3.500 3.546
C: -2.573 2.676 3.969
C: -2.596 1.245 3.281
C: 0.033 -1.397 2.382
C: -0.402 -2.653 1.457
N: 0.672 -1.664 -1.927
C: 0.436 -0.019 -4.109
C: 0.431 1.007 -5.008
H: 3.488 0.644 -6.540
H: 3.585 -1.088 -4.827
H: 3.664 -2.444 -2.955
H: -1.498 -0.818 -1.183
H: -2.450 -1.530 0.189
H: -0.274 0.368 0.696
H: -1.854 0.825 0.686
H: -1.221 0.108 4.285
H: -0.072 1.902 1.854
H: 0.804 1.124 3.154
H: 0.002 2.765 4.703
H: 0.558 3.659 3.393
H: -2.522 2.497 4.982
H: -3.487 3.260 3.830
H: -3.266 0.516 3.847
H: -2.880 1.392 2.266
H: 1.069 -1.066 2.220
H: -0.099 -1.845 3.380
H: 0.344 -3.403 1.517
H: -1.361 -2.957 1.819
H: -0.468 -0.071 -3.474
H: -0.454 1.690 -5.149



Summary of energy above the lowest of the compared OMol25 structures with the same formula, charge and spin in kcal per mole
0.0, 5.2, 0.1, 89.7, 110.8, 43.1, 2.4
(order as listed above)